Below is the ion C3H5OS with charge -1 at a distorted geometry, with properties calculated with the ωB97M-V functional and the def2-TZVPD basis.

Its charge is -1. The total energy is -590.75489 Ha. As for the largest force on an atom: 0.028 Eh/bohr. As for the SMILES: O=CCC[S-]. Its spin multiplicity is 1. For the HOMO-LUMO gap, the calculation gives 6.7 eV. Its relative energy (zero: lowest compared OMol25 entry of this formula, charge and spin) is 10.9 kcal per mole.

Cartesian coordinates (Å):
O: -1.088964 -1.776629 1.434177
C: -0.865405 -0.836758 0.700234
C: 0.458892 -0.432544 0.155757
C: 0.378152 0.930720 -0.536270
S: -0.345244 0.807595 -2.184985
H: -1.681531 -0.122167 0.461809
H: 1.283291 -0.441689 0.881699
H: 0.734707 -1.173581 -0.595795
H: -0.183675 1.535008 0.217733
H: 1.309781 1.510043 -0.534363

Atomic forces in eV per Å
O 0.15 -0.08 -0.24
C -0.29 0.41 0.83
C 1.14 0.11 -0.83
C -0.43 0.58 0.85
S -0.17 0.16 0.11
H 0.03 -0.18 -0.21
H -0.43 -0.21 0.43
H 0.04 -0.16 -0.12
H -0.38 0.03 -0.64
H 0.34 -0.66 -0.17

---

Below is the molecule C5H10O, with properties calculated with the ωB97M-V functional and the def2-TZVPD basis.

The total energy is -271.57891 Ha. As for the largest force on an atom: 0.011 Eh/bohr. Its spin multiplicity is 1. For the HOMO-LUMO gap, the calculation gives 8.8 eV. Its relative energy (zero: lowest compared OMol25 entry of this formula, charge and spin) is 109.0 kcal per mole.

Cartesian coordinates (Å):
C: -2.032158 0.629504 -0.286147
C: -0.648926 -1.251025 0.045819
O: -0.740031 0.215413 -0.809994
C: 0.423075 -0.244844 0.044459
C: 1.643176 -0.517416 -0.813295
C: 0.734828 0.604516 1.255633
H: -2.746634 -0.161857 -0.521265
H: -2.307843 1.545627 -0.807807
H: -2.029501 0.774931 0.794107
H: -0.472075 -1.893561 -0.831781
H: 1.353966 -0.969640 -1.765231
H: 2.294094 0.344725 -0.992509
H: 2.223712 -1.266890 -0.257421
H: 1.391556 0.020408 1.911625
H: -0.153675 0.862449 1.834746
H: 1.274952 1.518050 0.979915

Atomic forces in eV per Å
C -0.12 0.40 -0.06
C 0.39 -0.39 -0.03
O -0.43 -0.20 0.01
C 0.11 -0.22 0.22
C -0.04 0.05 -0.06
C -0.11 0.01 -0.01
H 0.15 0.23 0.05
H 0.14 0.16 0.02
H 0.15 -0.01 -0.18
H 0.18 -0.14 0.23
H 0.01 0.13 0.11
H -0.18 -0.01 0.06
H -0.05 0.15 -0.14
H -0.13 0.05 -0.12
H 0.08 -0.09 -0.10
H -0.14 -0.13 -0.01

---

Below is a structure of composition C58H45BrN6Rb, with properties calculated with the ωB97M-V functional and the def2-TZVPD basis.

Its charge is -1. The total energy is -5163.77111 Ha. As for the largest force on an atom: 0.017 Eh/bohr. Its spin multiplicity is 1. For the HOMO-LUMO gap (spin up / spin down), the calculation gives 4.0 / 4.0 eV. Its relative energy (zero: lowest compared OMol25 entry of this formula, charge and spin) is 9.0 kcal per mole.

Cartesian coordinates (Å):
Rb: -0.235338 0.026628 -0.340386
C: -5.392960 -4.922557 -0.210457
C: -5.358825 -4.632882 -1.567977
C: -4.473637 -3.680863 -2.055579
C: -3.614322 -3.003531 -1.195820
C: -3.657859 -3.299262 0.166198
C: -4.539048 -4.253319 0.655734
C: -2.645035 -1.973203 -1.686461
C: -1.358017 -2.444154 -2.005832
C: -0.943669 -3.848143 -1.912533
C: 0.377083 -3.880771 -2.197893
C: 0.784854 -2.487435 -2.431755
C: 2.134654 -2.059688 -2.446902
C: 3.154871 -3.138569 -2.625573
C: 3.235558 -3.828885 -3.836526
C: 4.150041 -4.855149 -4.020037
C: 5.011333 -5.215627 -2.992788
C: 4.948987 -4.539357 -1.783083
C: 4.028697 -3.516025 -1.606461
C: 2.627129 -0.742352 -2.233023
N: 1.882707 0.372107 -2.119806
C: 2.672704 1.385210 -1.691660
C: 2.220731 2.677390 -1.337706
C: 3.252212 3.631037 -0.839217
C: 3.142536 4.193041 0.435837
C: 4.106914 5.062958 0.924683
C: 5.207496 5.396354 0.146515
C: 5.322882 4.859939 -1.129002
C: 4.355515 3.992296 -1.615426
C: 0.894449 3.183944 -1.395408
C: 0.518471 4.588425 -1.257233
C: -0.830222 4.639709 -1.393454
C: -1.278942 3.267203 -1.602210
N: -0.209979 2.446329 -1.614473
C: -2.635095 2.856632 -1.652116
C: -3.137032 1.543388 -1.735473
C: -4.525956 1.122864 -1.530336
C: -4.515188 -0.229819 -1.483092
C: -3.126232 -0.638891 -1.708932
N: -2.367432 0.448123 -1.889352
C: -3.648469 3.944692 -1.498012
C: -4.345844 4.099668 -0.301302
C: -5.278895 5.115832 -0.149329
C: -5.527272 5.997609 -1.191981
C: -4.836068 5.854475 -2.387293
C: -3.905473 4.836051 -2.537505
C: 4.047370 0.894146 -1.584404
C: 4.023561 -0.415308 -1.953125
N: -0.297785 -1.692125 -2.379408
H: -6.082897 -5.666182 0.170005
H: -6.022587 -5.151282 -2.249733
H: -4.440479 -3.452972 -3.114472
H: -2.989577 -2.775106 0.841548
H: -4.554359 -4.469303 1.717184
H: -1.573500 -4.681339 -1.639332
H: 1.019115 -4.748814 -2.201845
H: 2.559164 -3.546135 -4.633350
H: 4.192244 -5.376928 -4.968377
H: 5.724803 -6.018218 -3.133492
H: 5.613836 -4.817740 -0.973699
H: 3.979862 -2.980988 -0.667550
H: 2.271985 3.952347 1.035972
H: 3.993276 5.490837 1.914200
H: 5.959154 6.078792 0.523554
H: 6.165952 5.127961 -1.754590
H: 4.441364 3.587298 -2.615810
H: 1.183092 5.424969 -1.101459
H: -1.448509 5.523272 -1.351171
H: -5.381229 1.770185 -1.411246
H: -5.357218 -0.884158 -1.315070
H: -4.141853 3.415422 0.513839
H: -5.809450 5.221367 0.789331
H: -6.254020 6.792053 -1.073524
H: -5.024239 6.536823 -3.207564
H: -3.364530 4.720704 -3.468945
H: 4.919575 1.462202 -1.296879
H: 4.869434 -1.081206 -2.045337
Br: -1.525111 1.750532 2.446763
C: -2.152353 0.433275 3.694342
C: -3.069190 0.874684 4.606358
C: -3.640017 -0.035354 5.516809
C: -3.294003 -1.354251 5.458263
C: -2.349603 -1.818241 4.509616
C: -2.036621 -3.196409 4.430744
C: -1.130419 -3.629062 3.505863
C: -0.476505 -2.700284 2.662288
C: -0.703307 -1.331697 2.657199
C: -1.705795 -0.915122 3.601987
H: -3.367947 1.914157 4.613512
H: -4.366449 0.318282 6.238216
H: -3.748342 -2.074771 6.130814
H: -2.540131 -3.886770 5.099550
H: -0.908065 -4.689258 3.419444
H: 0.237776 -3.125288 1.952378
N: 3.759134 -0.140631 3.523059
C: 3.284181 1.141474 2.879089
C: 2.030103 0.779741 2.099249
N: 2.273478 -0.269222 1.149872
C: 2.796606 -1.472625 1.724397
C: 4.077489 -1.212822 2.512859
H: 2.992336 -0.484550 4.109531
H: 4.560547 0.033767 4.124127
H: 4.085025 1.496361 2.229245
H: 3.102924 1.859369 3.679104
H: 1.648382 1.662040 1.583704
H: 1.231381 0.442726 2.778162
H: 2.750641 0.041853 0.307154
H: 2.981076 -2.203550 0.941565
H: 2.036337 -1.894140 2.395749
H: 4.868086 -0.821467 1.871897
H: 4.433775 -2.084700 3.062241

Atomic forces in eV per Å
Rb -0.05 -0.12 0.88
C -0.01 -0.01 -0.02
C -0.01 -0.01 0.02
C 0.03 0.02 -0.02
C -0.01 -0.03 0.05
C -0.02 0.01 0.01
C 0.02 0.02 0.00
C -0.13 -0.03 -0.22
C 0.07 -0.10 -0.21
C 0.05 0.00 0.04
C -0.06 0.00 0.01
C -0.06 -0.01 0.05
C 0.07 0.03 -0.13
C -0.05 -0.06 0.04
C -0.08 0.03 0.05
C 0.01 -0.01 0.02
C 0.02 -0.02 -0.03
C -0.01 0.01 0.01
C 0.03 0.04 -0.06
C 0.03 -0.02 -0.08
N -0.37 -0.01 0.22
C -0.03 -0.20 -0.12
C 0.05 0.24 -0.05
C 0.04 -0.01 -0.04
C -0.01 -0.01 -0.03
C 0.02 0.02 0.02
C -0.01 -0.01 0.00
C 0.01 0.00 -0.01
C -0.01 0.00 0.03
C -0.04 -0.12 -0.09
C -0.05 0.05 0.04
C 0.08 0.03 0.02
C -0.04 -0.06 0.02
N 0.01 -0.19 -0.08
C -0.08 0.10 -0.01
C 0.10 -0.17 0.00
C -0.03 0.05 0.01
C 0.04 0.03 0.05
C -0.08 -0.04 -0.11
N 0.34 0.12 -0.16
C 0.00 -0.01 0.01
C 0.00 0.01 0.01
C 0.00 -0.02 0.00
C 0.00 0.02 -0.01
C -0.01 0.00 0.00
C 0.01 -0.01 0.01
C 0.04 0.04 0.01
C 0.00 0.00 -0.01
N 0.10 0.26 -0.03
H 0.00 0.00 0.00
H 0.00 0.00 0.00
H -0.01 -0.01 0.00
H 0.00 -0.01 0.00
H 0.00 0.00 0.00
H 0.00 0.01 -0.01
H 0.02 0.01 0.01
H 0.00 -0.01 -0.02
H -0.01 0.01 0.00
H 0.00 0.00 0.00
H -0.01 0.01 0.01
H 0.03 -0.05 0.04
H 0.00 0.00 0.00
H 0.00 0.00 0.00
H 0.00 0.00 0.00
H 0.00 0.00 0.00
H 0.00 -0.01 0.00
H 0.02 -0.01 0.00
H -0.03 -0.02 0.00
H 0.00 0.00 0.01
H 0.01 -0.01 0.00
H 0.00 0.00 0.00
H 0.00 0.00 0.00
H 0.00 0.00 0.00
H 0.00 0.00 0.00
H 0.00 0.00 0.00
H 0.00 0.01 0.01
H -0.01 0.05 0.05
Br 0.02 -0.06 0.11
C -0.06 0.16 0.01
C 0.02 0.06 -0.05
C 0.00 -0.09 0.01
C -0.02 0.04 0.03
C 0.04 0.08 -0.05
C 0.00 -0.02 -0.01
C -0.02 -0.03 0.02
C 0.02 0.07 -0.07
C 0.08 0.05 0.10
C 0.00 -0.16 -0.01
H 0.00 -0.01 0.00
H 0.00 -0.01 0.00
H 0.00 0.01 0.01
H 0.01 -0.01 0.00
H -0.01 0.00 0.01
H 0.00 -0.01 0.00
N 0.05 0.02 0.09
C -0.09 0.02 -0.05
C -0.14 0.13 -0.07
N 0.14 0.04 -0.30
C -0.08 0.05 0.07
C -0.02 -0.08 -0.11
H 0.00 -0.01 0.01
H -0.01 0.00 0.02
H 0.02 -0.02 0.01
H 0.00 0.00 0.00
H 0.07 0.04 0.01
H -0.01 -0.02 -0.04
H 0.06 -0.07 0.05
H 0.05 -0.06 -0.01
H -0.02 0.02 -0.01
H 0.01 0.02 0.03
H -0.01 0.00 0.01

---

Below is a structure of composition C19H11BrCl5IrNO2S at a distorted geometry, with properties calculated with the ωB97M-V functional and the def2-TZVPD basis.

Its charge is +2. The total energy is -6312.72749 Ha. As for the largest force on an atom: 0.020 Eh/bohr. Its spin multiplicity is 2. For the HOMO-LUMO gap (spin up / spin down), the calculation gives 5.4 / 5.6 eV. Its relative energy (zero: lowest compared OMol25 entry of this formula, charge and spin) is 0.0 kcal per mole.

Cartesian coordinates (Å):
Ir: -0.302411 -0.528856 -0.158909
C: 0.281196 3.603982 -3.762982
C: -0.426352 3.046291 -2.562742
C: -1.418714 3.763173 -1.886446
C: -2.057686 3.238989 -0.770404
C: -1.678403 1.989620 -0.345843
Br: -2.470079 1.117641 1.114358
N: -0.721791 1.283534 -0.973733
C: -0.115158 1.795920 -2.069388
H: -0.391521 4.221170 -4.355313
H: 0.674352 2.812716 -4.398974
H: 1.116683 4.231638 -3.447892
H: -1.703142 4.746002 -2.243849
H: -2.831820 3.783950 -0.249365
H: 0.635568 1.169879 -2.534365
Cl: 2.111583 -1.120110 -1.608265
C: 2.441734 -0.878205 0.073025
C: 1.311260 -0.623681 0.874772
C: 1.474786 -0.491415 2.266425
Cl: 0.099509 -0.306603 3.255447
C: 2.746159 -0.524895 2.813181
Cl: 2.968035 -0.329768 4.488197
C: 3.864955 -0.731014 1.972438
Cl: 5.408329 -0.770057 2.638596
C: 3.715077 -0.915191 0.578787
Cl: 5.057263 -1.177204 -0.433641
O: 1.415946 -6.549992 -4.611374
C: 0.953500 -5.301301 -4.751888
O: 1.052896 -4.699349 -5.777468
C: 0.311720 -4.647392 -3.550076
C: -0.749765 -3.777942 -3.798800
C: -1.328424 -3.078294 -2.760402
C: -0.794587 -3.215388 -1.473133
S: -1.494483 -2.274488 -0.169288
C: 0.259105 -4.093606 -1.211791
C: 0.800214 -4.820554 -2.257726
H: 1.113493 -6.975156 -3.799646
H: -1.103998 -3.663420 -4.814434
H: -2.180836 -2.433231 -2.935153
H: 0.643221 -4.207084 -0.205783
H: 1.629159 -5.490387 -2.065325

Atomic forces in eV per Å
Ir 0.16 0.96 0.29
C 0.00 -0.02 0.03
C -0.01 0.06 -0.02
C 0.01 -0.01 0.02
C 0.04 0.05 -0.07
C -0.05 0.00 0.01
Br -0.02 0.06 0.03
N -0.08 -0.11 -0.12
C 0.03 -0.03 0.00
H -0.01 -0.01 -0.01
H 0.00 0.01 0.01
H -0.01 0.00 0.00
H 0.00 -0.01 0.00
H 0.00 -0.01 0.00
H -0.02 0.00 0.01
Cl 0.07 -0.03 -0.04
C -0.09 0.01 -0.13
C 0.03 -0.38 -0.11
C -0.15 0.08 0.10
Cl 0.04 -0.02 0.01
C 0.13 -0.01 0.02
Cl 0.00 0.00 0.01
C -0.07 0.02 0.01
Cl 0.04 0.00 0.02
C 0.08 0.01 0.05
Cl 0.01 -0.01 0.00
O 0.02 0.06 -0.02
C -0.08 -0.08 0.01
O 0.04 0.02 0.00
C 0.04 -0.02 0.00
C -0.01 0.01 -0.01
C 0.01 -0.05 0.01
C -0.13 -0.07 -0.04
S -0.06 -0.55 -0.10
C 0.00 0.03 0.03
C 0.01 0.01 0.00
H -0.01 0.02 0.03
H 0.00 0.00 0.00
H 0.03 0.00 -0.01
H 0.01 0.01 0.00
H 0.00 -0.01 -0.01